This record from OMol25 describes a molecular structure, C51H37Cl3CsF6GeN11O2. The level of theory is ωB97M-V/def2-TZVPD.

Output
Total energy ... -184918.21327 eV
Multiplicity ... 2
<S²> ... 0.754
Energy relative to the best compared isomer or geometry (same formula, charge and spin) ... 62.3 kJ/mol
Highest occupied orbital energy (spin up / spin down) ... -4.2 / -5.5 eV
Molar mass ... 1261.79 g/mol
Total charge ... -1

```
112
Properties=species:S:1:pos:R:3:mulliken_spin:R:1
Cs 0.0459 -0.8916 0.8999 0.02
C -4.4356 -2.6075 -3.6426 0.00
N -4.0774 -2.1457 -2.3146 0.00
C -2.8665 -2.0810 -1.7351 0.00
N -2.9480 -1.4614 -0.5783 0.00
C -4.2655 -1.1367 -0.5048 0.00
N -4.9883 -1.5122 -1.5397 0.00
C -4.1065 -1.5898 -4.7136 0.00
C -3.6616 -1.9921 -5.9657 0.00
C -3.2893 -1.0519 -6.9184 0.00
C -3.3347 0.3014 -6.6188 0.00
C -3.7972 0.7073 -5.3720 0.00
C -4.1984 -0.2336 -4.4326 0.00
C -3.7744 2.1133 -4.9349 0.00
N -4.7169 2.7999 -4.3975 0.00
N -4.1335 3.9899 -3.9576 0.00
C -2.8791 3.9002 -4.2240 0.00
O -2.5729 2.7374 -4.8635 0.00
C -1.7607 4.7231 -3.7375 0.00
C -0.7760 5.2381 -4.5718 0.00
C 0.3358 5.8428 -4.0087 0.00
C 0.4946 5.8744 -2.6293 0.00
C -0.4849 5.3589 -1.7926 0.00
C -0.2722 5.3130 -0.2963 0.00
N -0.8394 4.1073 0.2878 -0.01
C -0.7845 2.8522 -0.1733 0.03
N -1.3570 2.0237 0.6755 0.01
C -1.7422 2.8544 1.6812 0.00
N -1.4521 4.1259 1.4933 0.00
C -1.6310 4.8182 -2.3583 0.00
H -5.5041 -2.8146 -3.6133 0.00
H -3.9161 -3.5450 -3.8398 0.00
H -1.9731 -2.4912 -2.1834 0.00
H -4.7010 -0.6056 0.3266 0.00
H -3.5732 -3.0499 -6.1907 0.00
H -2.9258 -1.3788 -7.8845 0.00
H -2.9989 1.0363 -7.3395 0.00
H -4.5279 0.1023 -3.4565 0.00
H -0.8633 5.1376 -5.6465 0.00
H 1.1198 6.2296 -4.6469 0.00
H 1.4166 6.2512 -2.2020 0.00
H -0.7608 6.1460 0.2074 0.00
H 0.7960 5.3436 -0.0787 0.00
H -0.3237 2.6006 -1.1166 0.00
H -2.2407 2.5139 2.5747 0.00
H -2.4048 4.3926 -1.7312 0.00
C -0.5018 -1.0323 -4.1868 0.00
C -0.0710 -2.3491 -4.0832 0.00
C 1.0070 -2.6491 -3.2636 0.01
C 1.6714 -1.6428 -2.5602 -0.05
C 1.2692 -0.3068 -2.6882 0.30
C 0.1583 -0.0313 -3.4868 -0.06
C 2.8058 -2.0385 -1.6817 0.03
C 3.7871 -2.9489 -2.1538 0.00
C 4.8045 -3.3120 -1.3292 0.00
C 4.8596 -2.7914 -0.0160 0.00
C 5.8677 -3.1349 0.9145 0.00
C 5.8549 -2.6048 2.1735 0.00
C 4.8309 -1.7097 2.5568 0.00
C 3.8479 -1.3630 1.6763 -0.01
C 3.8432 -1.8922 0.3656 -0.01
N 2.8388 -1.5264 -0.4795 -0.03
H -1.3374 -0.7798 -4.8272 0.00
H -0.5730 -3.1374 -4.6337 0.00
H 1.3342 -3.6775 -3.1530 0.00
H -0.1678 0.9945 -3.6133 0.00
H 3.7266 -3.3129 -3.1703 0.00
H 5.5796 -3.9925 -1.6644 0.00
H 6.6427 -3.8303 0.6123 0.00
H 6.6237 -2.8759 2.8857 0.00
H 4.8199 -1.3036 3.5614 0.00
H 3.0509 -0.6907 1.9671 0.03
C -2.6898 -0.3399 5.1820 0.00
C -2.1179 -0.2394 3.9057 0.00
N -0.9272 0.2619 3.6789 0.00
C -0.2020 0.6946 4.7259 0.00
C -0.6860 0.6496 6.0444 0.00
C -1.9672 0.1111 6.2521 0.00
C 0.1179 1.1463 7.1246 0.00
C 1.3371 1.6683 6.8884 0.00
C 1.8697 1.7274 5.5560 0.00
C 3.1359 2.2736 5.2848 0.00
C 3.5901 2.3040 3.9955 0.00
C 2.7793 1.7637 2.9836 0.01
N 1.5946 1.2332 3.2065 -0.01
C 1.1267 1.2308 4.4728 0.00
H -3.6710 -0.7787 5.3038 0.00
H -2.6601 -0.6017 3.0353 0.00
H -2.3637 0.0542 7.2598 0.00
H -0.2811 1.0961 8.1312 0.00
H 1.9435 2.0516 7.7014 0.00
H 3.7302 2.6698 6.1008 0.00
H 4.5509 2.7299 3.7387 0.00
H 3.1145 1.7875 1.9524 0.00
Cl 1.7785 2.7257 -3.4744 0.01
Ge 2.2519 1.2790 -1.8206 0.46
Cl 4.3559 0.8058 -2.3199 0.04
Cl 2.6207 3.1965 -0.2022 0.22
C 1.3476 -2.9716 4.5183 0.00
C 0.5076 -3.7312 3.4738 0.00
O 0.1291 -2.9814 2.4328 0.00
C -0.7481 -4.2804 4.2090 0.00
F -0.4739 -5.0812 5.2708 0.00
F -1.5659 -4.9797 3.4111 0.00
F -1.4726 -3.2500 4.7023 0.00
C 1.3688 -4.9228 2.9683 0.00
F 2.4634 -4.4551 2.3357 0.00
F 0.7195 -5.7085 2.0962 0.00
F 1.8257 -5.7412 3.9518 0.00
H 0.7657 -2.1143 4.8605 0.00
H 2.2500 -2.6055 4.0270 0.00
H 1.6292 -3.5854 5.3774 0.00
```